94
Properties=species:S:1:pos:R:3:forces:R:3:mulliken_spin:R:1 method="wB97M-V/def2-TZVPD" charge=+4 total_energy_ev=-67803.146 multiplicity=3 s_squared=2.05 orbital_gap_ev="5.3 / 5.1"
W 0.272 -0.027 -0.227 0.4477 1.1221 -1.2262 0.82
C -1.264 1.109 -0.790 -8.7054 4.7753 -1.6208 0.15
O -2.243 1.732 -1.032 5.7702 -3.5089 1.1887 0.14
C 2.146 -0.607 -0.507 9.9257 -4.4324 -0.6077 0.19
O 3.239 -1.054 -0.645 -6.5757 2.7925 0.5738 0.20
P -0.476 -1.647 -2.001 -0.8022 -1.4787 -2.5811 0.06
C -0.265 -1.287 -3.835 0.2462 0.9790 -0.1126 0.00
H -0.627 -2.201 -4.329 0.0527 0.1261 0.5342 -0.01
C 0.534 -3.225 -1.934 0.8125 -0.1268 0.7243 0.02
H 1.554 -2.840 -2.097 -0.1874 -0.0675 0.0043 0.01
C -2.324 -1.951 -1.931 -0.6129 0.5530 0.5174 0.01
H -2.711 -0.968 -2.248 0.1242 -0.1736 -0.0163 0.01
C 0.162 3.705 1.033 -1.5169 -0.1169 0.3599 0.01
P 1.152 2.401 0.101 1.0543 2.5884 -0.9549 0.04
H 2.179 3.864 -1.511 -0.3115 -0.2576 0.1007 0.00
H -0.690 3.844 0.348 0.2012 0.0412 0.1602 0.00
C 2.883 2.682 0.754 0.8037 -1.0500 0.2974 -0.01
H 2.948 3.771 0.904 -0.4944 -0.2412 -0.2751 -0.01
C 0.494 -3.835 -0.542 -0.0213 -0.4019 0.1360 0.00
H 1.209 -4.670 -0.501 -0.2620 0.1627 0.0778 0.00
H -0.503 -4.219 -0.282 0.3248 0.0639 -0.0925 0.00
H 0.805 -3.121 0.232 -0.0078 0.1129 0.0630 0.02
C 0.265 -4.292 -3.014 -0.4498 0.2898 -0.2138 0.00
H -0.737 -4.725 -2.924 0.3350 0.0629 -0.0343 0.00
H 0.987 -5.105 -2.870 -0.0382 0.2380 0.1023 0.00
H 0.402 -3.919 -4.034 -0.0024 -0.1497 0.2257 0.00
C -2.836 -3.009 -2.924 0.4461 -0.1323 -0.0867 0.00
H -2.484 -2.848 -3.947 -0.1358 -0.1160 0.1866 0.00
H -3.931 -2.952 -2.949 0.1444 0.1239 0.1105 0.00
H -2.570 -4.020 -2.600 -0.1398 0.2121 -0.0761 0.00
C -2.863 -2.205 -0.525 0.0056 -0.2277 0.2033 0.01
H -3.943 -2.406 -0.599 0.3299 0.0412 0.1141 0.00
H -2.747 -1.332 0.132 0.0288 -0.0383 -0.0369 0.01
H -2.384 -3.064 -0.037 -0.2369 0.1811 -0.1239 0.00
C -1.138 -0.122 -4.305 -0.1799 0.0665 0.0421 0.00
H -2.207 -0.302 -4.143 0.2444 0.0454 -0.1863 0.00
H -0.980 0.025 -5.381 -0.0991 -0.0391 0.2624 0.00
H -0.870 0.818 -3.806 -0.0561 -0.0940 -0.1760 0.00
C 1.206 -1.090 -4.203 0.2073 0.0385 0.0105 0.00
H 1.613 -0.174 -3.755 -0.0492 -0.2302 -0.2141 0.00
H 1.284 -0.986 -5.294 0.0333 -0.0490 0.2817 0.00
H 1.837 -1.933 -3.899 -0.0969 0.1709 -0.2382 0.00
C 0.913 5.044 1.165 0.5968 -0.2291 -0.2802 0.00
H 1.330 5.403 0.218 0.0067 -0.0141 0.2272 0.00
H 1.715 4.972 1.908 -0.1731 0.0964 -0.0811 0.00
H 0.213 5.808 1.526 -0.0713 -0.2933 -0.1141 0.00
C -0.428 3.293 2.381 -0.2345 -0.1548 0.2866 0.00
H 0.326 2.978 3.112 -0.0688 0.1551 -0.1712 0.00
C 1.576 2.162 -2.690 0.3485 -0.0448 0.3257 0.00
H -1.171 2.494 2.283 0.2382 0.2766 0.0035 0.00
H -0.952 4.165 2.805 0.2291 -0.2704 -0.1473 0.00
C 0.080 4.049 -1.978 0.0843 -0.0600 0.0866 0.00
H 0.743 1.440 -2.744 -0.1086 -0.0181 -0.0507 0.03
H 1.629 2.662 -3.665 0.0175 -0.2972 0.2561 0.00
H 2.513 1.610 -2.548 -0.1014 0.0984 0.0034 0.00
C 1.303 3.199 -1.602 -0.2691 0.1058 -0.1202 -0.01
H 0.164 4.333 -3.034 -0.0450 -0.0190 0.2307 0.00
H 0.016 4.967 -1.385 -0.0949 -0.2347 -0.2468 0.00
H -0.843 3.474 -1.851 0.0399 0.3314 -0.2414 0.00
C 3.961 2.280 -0.253 -0.1366 0.0283 -0.0513 0.01
H 3.896 1.215 -0.491 0.3091 0.2349 0.0016 0.00
H 4.940 2.469 0.203 -0.1495 -0.0885 -0.0987 0.00
H 3.911 2.862 -1.178 0.1325 -0.1710 0.1842 0.00
C 3.079 1.991 2.100 0.1236 -0.0966 0.2881 0.02
H 2.850 0.917 2.040 0.1710 0.1728 0.0749 0.00
H 2.465 2.426 2.899 0.1097 -0.0935 -0.2256 0.00
H 4.130 2.096 2.403 -0.2638 -0.0352 -0.0329 0.00
H 0.586 2.694 -5.299 -0.1761 -0.2100 -0.3326 0.00
H 0.376 2.090 -5.689 0.0920 0.2718 0.0864 0.00
C -0.464 -3.645 4.088 0.0589 0.0964 0.4068 0.00
C -0.117 -3.103 2.724 0.9662 -1.1999 -0.3240 0.00
O -0.932 -1.956 2.364 0.5950 2.3125 -1.7255 0.00
P -0.416 -0.472 1.914 -3.5105 -1.0335 9.9224 0.24
O 0.690 -0.078 3.081 -1.0543 -0.7469 -3.9143 -0.02
C 0.434 0.427 4.445 -0.2503 0.8948 0.5253 0.00
C 0.537 -0.682 5.451 -0.2131 -0.2364 -0.0348 0.00
O -1.761 0.412 2.311 3.2327 -1.1617 -2.6203 0.03
C -2.856 0.112 3.224 -0.9886 -0.2028 0.9762 0.00
C -3.899 -0.801 2.633 0.1318 -0.0797 -0.1126 0.00
H 0.083 -3.113 4.875 -0.3554 -0.3020 -0.2366 0.00
H -0.134 -4.689 4.103 -0.1027 0.1197 0.0698 0.00
H -1.542 -3.624 4.296 0.2634 -0.0267 -0.1287 0.00
H 0.951 -2.833 2.673 -0.3134 0.0381 0.0481 0.00
H -0.294 -3.881 1.962 -0.1325 0.5115 0.3010 0.00
H 1.188 1.204 4.619 -0.0982 -0.2696 -0.2939 0.00
H -0.560 0.896 4.451 0.3518 -0.0625 -0.0077 0.00
H 1.366 -1.371 5.228 -0.2160 0.3367 0.1657 0.00
H 0.705 -0.225 6.432 -0.0072 -0.1320 -0.1027 0.00
H -0.415 -1.221 5.477 0.2901 -0.0576 0.1807 0.00
H -2.447 -0.293 4.161 0.0180 0.0436 -0.3477 0.00
H -3.294 1.095 3.444 0.2935 -0.1538 -0.1523 0.00
H -3.521 -1.821 2.541 -0.1268 0.0757 -0.0560 0.00
H -4.744 -0.813 3.323 -0.0258 -0.0375 -0.0622 0.00
H -4.259 -0.436 1.663 0.0305 -0.0232 0.2591 0.00

---

105
Properties=species:S:1:pos:R:3:forces:R:3:lowdin_charge:R:1 method="wB97M-V/def2-TZVPD" total_energy_ev=-120817.375 orbital_gap_ev=1.2
C -2.385 -0.710 -1.395 0.5875 0.2634 -0.9004 -0.13
O -1.336 -1.478 -1.938 -0.0831 -0.3269 0.4236 -0.19
C -0.104 -1.161 -1.297 -0.0621 0.3966 -0.1060 -0.21
C 0.640 -0.029 -2.015 -0.1781 -0.1879 -0.5533 -0.16
C 1.861 -0.439 -2.840 0.3957 -0.1151 0.4598 -0.18
C 2.886 -1.271 -2.046 0.5416 0.2793 -0.4977 -0.19
C 4.148 -0.487 -1.627 -0.3717 -0.4137 1.3172 -0.19
C 4.265 -0.548 -0.093 0.2256 0.3082 -0.6962 -0.23
C 5.294 0.402 0.495 0.0009 -0.7163 0.8314 -0.21
C 5.367 0.223 2.019 -0.5189 0.1231 0.0777 -0.20
C 3.983 0.229 2.677 0.5921 0.2836 0.8129 -0.24
C 3.250 1.558 2.518 -0.1916 -0.6934 -0.3293 -0.28
C 1.702 1.437 2.536 0.1544 1.5000 -0.1173 -0.28
Nb 0.810 2.091 4.522 2.8003 -4.2302 1.1409 1.61
C -0.358 3.733 3.480 -0.4696 -0.0358 -0.2509 -0.53
C -0.899 3.456 2.062 -0.5104 -0.1313 0.7845 -0.27
C -2.412 3.635 2.004 -0.0686 -0.2359 -0.7078 -0.21
C -2.941 3.054 0.676 0.2685 0.2042 1.0388 -0.18
C -3.004 1.525 0.750 -0.4056 0.4305 -0.8206 -0.16
C -4.366 0.871 0.640 0.0773 -0.4297 -0.2467 -0.25
O -5.241 1.388 -0.337 0.1500 -0.3135 1.0600 -0.19
C -6.446 0.669 -0.337 0.3867 0.5852 0.1479 -0.12
C -1.029 0.795 4.326 -0.8945 0.9720 0.2197 -0.24
C -1.938 0.697 5.520 -0.4034 0.1333 -0.1527 -0.52
C -1.439 0.144 6.819 -0.0928 0.2975 -0.0374 -0.06
N -3.153 1.105 5.487 -0.0127 0.1038 0.1233 0.09
O 1.894 0.814 5.626 -1.6423 1.3728 -1.8022 -0.15
B 1.680 -0.535 5.486 0.1629 -1.2319 1.1541 -0.99
O 1.412 -1.250 6.656 0.5356 1.2842 0.3214 0.15
O 1.700 -1.228 4.308 0.4159 0.9417 -0.7585 0.14
H -3.285 -0.927 -1.957 -0.2642 -0.2080 0.0400 0.06
H -2.168 0.352 -1.556 -0.1044 -0.0446 -0.1562 0.09
H -2.498 -0.868 -0.319 0.0343 -0.3561 -0.0282 0.08
H 0.468 -2.081 -1.245 0.1148 -0.1090 -0.0806 0.11
H -0.303 -0.832 -0.275 -0.0647 -0.2122 0.2455 0.11
H 0.915 0.771 -1.330 0.1184 -0.0265 0.2609 0.11
H -0.084 0.404 -2.705 -0.1307 0.2080 -0.0122 0.11
H 2.360 0.479 -3.146 -0.0077 0.0944 -0.2560 0.10
H 1.598 -0.961 -3.753 -0.3513 -0.1014 -0.1098 0.09
H 2.438 -1.667 -1.140 -0.1380 -0.1308 0.0897 0.08
H 3.204 -2.135 -2.624 -0.1112 -0.1284 -0.1374 0.11
H 5.055 -0.924 -2.034 0.1027 0.2302 -0.4188 0.11
H 4.063 0.570 -1.870 0.1284 0.0868 -0.4405 0.10
H 3.265 -0.337 0.279 -0.0555 0.0662 0.3009 0.10
H 4.535 -1.561 0.209 -0.1774 -0.1703 0.0879 0.13
H 6.266 0.137 0.085 0.1899 0.3498 -0.2482 0.11
H 5.050 1.440 0.287 0.1143 0.1227 -0.3761 0.10
H 5.961 1.009 2.484 0.1781 0.1250 -0.0830 0.11
H 5.839 -0.719 2.296 0.1890 -0.1592 -0.2105 0.11
H 4.159 0.076 3.743 -0.1335 -0.1834 0.1486 0.11
H 3.390 -0.615 2.345 -0.1539 -0.0144 -0.1551 0.09
H 3.635 2.261 3.252 0.0197 0.1052 0.0488 0.07
H 3.512 1.957 1.539 0.0393 0.2315 -0.0798 0.09
H 1.378 2.095 1.729 -0.3595 0.0152 -0.0451 0.03
H 1.374 0.434 2.266 -0.1161 -0.2173 0.2951 0.05
H 0.047 2.803 6.057 -0.1175 0.8924 -0.3144 -0.04
H 2.147 3.376 4.636 -0.6790 0.9016 0.1713 -0.07
H -1.202 4.011 4.136 -0.0607 0.1743 0.0474 0.01
H 0.302 4.601 3.412 0.3624 -0.8145 -1.9338 -0.22
H -0.724 2.417 1.802 0.3532 -0.1063 -0.1365 0.07
H -0.396 4.078 1.328 0.0221 0.0357 -0.1937 0.12
H -2.862 3.055 2.815 -0.0367 0.1879 0.2889 0.09
H -2.688 4.680 2.131 -0.0482 0.1245 0.0345 0.11
H -2.224 3.301 -0.096 -0.1013 0.2568 -0.3735 0.11
H -3.881 3.509 0.389 -0.1597 -0.1329 -0.2224 0.09
H -2.549 1.148 1.664 0.0843 -0.1415 0.0950 0.10
H -2.447 1.120 -0.088 0.0407 0.2479 0.4166 0.07
H -4.201 -0.180 0.378 -0.0742 -0.1437 0.4470 0.11
H -4.843 0.851 1.668 0.0205 0.2478 0.0489 0.08
H -6.359 -0.232 0.294 -0.1708 -0.3118 -0.2053 0.07
H -6.682 0.368 -1.350 -0.2832 -0.1311 -0.0978 0.12
H -7.242 1.338 0.035 -0.2906 -0.0675 -0.1008 0.09
H -0.821 -0.182 3.885 0.5836 -0.1629 0.2439 0.08
H -1.657 1.305 3.591 0.1101 -0.0135 -0.3471 0.00
H -0.439 0.499 7.039 0.2488 -0.1760 -0.0334 0.05
H -1.451 -0.941 6.804 0.1826 -0.1761 0.0243 0.10
H -2.085 0.508 7.609 -0.2205 -0.1324 0.1283 0.08
H -3.369 1.475 4.560 0.0426 -0.0501 -0.0559 0.00
H 2.123 -1.881 6.864 -0.5996 -0.7302 -0.1050 0.09
H 2.432 -1.847 4.239 -0.4002 -0.5239 0.1529 0.11
Al 0.272 5.632 4.651 0.1495 0.5394 1.9068 0.82
F -4.391 3.118 -1.706 0.1174 0.2480 -0.3611 -0.43
C -0.552 -1.348 -6.811 0.0935 0.1161 0.0827 -0.05
C 0.680 -2.195 -7.091 -0.5472 -0.1989 0.1202 -0.49
C 0.314 -3.493 -7.794 0.1956 -0.0636 -0.0560 -0.06
O 1.372 -2.475 -5.870 0.3504 0.1082 -0.1260 -0.07
H -1.245 -1.879 -6.152 -0.0280 -0.0488 -0.0595 0.06
H -0.274 -0.422 -6.305 0.0133 0.0135 -0.0328 0.08
H -1.077 -1.096 -7.733 -0.0174 -0.0154 0.0025 0.08
H 1.378 -1.632 -7.711 0.0707 0.0196 0.0754 0.12
H -0.351 -4.092 -7.169 -0.0807 0.0619 -0.0062 0.03
H 1.206 -4.091 -7.986 0.0121 0.0320 -0.0452 0.08
H -0.185 -3.300 -8.745 -0.0113 0.0021 0.0027 0.09
H 0.779 -2.969 -5.294 -0.0395 0.0707 -0.0787 0.02
F 1.569 -3.434 6.156 0.3585 -0.2222 -0.0527 -0.37
Li -6.649 0.801 2.111 0.1191 0.0854 -0.2588 0.85
O 4.054 -2.045 -8.409 -0.0994 0.0047 0.0591 -0.06
H 3.480 -2.366 -7.703 0.0635 -0.0298 0.0374 0.01
H 4.214 -1.124 -8.184 0.0265 -0.0064 -0.0040 0.04
C -2.646 -5.249 -4.530 0.0938 -0.0406 -0.2094 -2.02
Cl -3.762 -4.108 -3.763 -0.0392 -0.0519 0.1655 0.48
Cl -0.989 -4.681 -4.335 -0.0116 -0.0465 0.1613 0.58
Cl -2.824 -6.826 -3.761 -0.0292 0.0290 0.0462 0.55
Cl -3.031 -5.373 -6.245 -0.0142 0.0174 0.0002 0.55
Cl -4.237 -1.580 -4.659 -0.0051 0.1302 0.0350 -0.09